21
Properties=species:S:1:pos:R:3 method="wB97M-V/def2-TZVPD" total_energy_ha=-743.3604 homo_energy_ev=-7.91 orbital_gap_ev=8.534 de_lowest_kcal_mol=99.1 fmax_ev_per_a=5.37 molar_mass_g_mol=144.24
S -2.12132 -0.37016 -0.77214
N 1.04088 -1.19030 -1.20142
N -3.34271 0.21214 -0.00056
C -1.22086 1.47454 0.73012
C -0.81164 0.46575 -0.27142
C 1.46446 1.30522 -0.89476
C 1.42547 -1.03736 0.11090
C 0.62535 0.10036 -0.62156
C 0.70639 -1.94532 1.03133
H 1.70170 -1.19290 -1.98017
H 2.45630 -0.69745 0.38590
H 0.70797 -1.39546 2.11698
H 2.13681 1.53467 -0.14570
H 1.06379 -3.02788 1.17304
H -4.25978 -0.13796 -0.41722
H -2.30828 1.65481 0.51736
H -0.27904 -1.96430 0.74506
H 1.98198 1.00520 -1.90495
H -0.41266 2.23938 0.96174
H 0.72314 2.09523 -1.22591
H -1.27795 0.87180 1.66340